1.
Below is a structure of composition C20H20CoN5S2, with properties calculated with ωB97M-V/def2-TZVPD.

Values from the calculation:
Relative energy (zero: lowest compared OMol25 entry of this formula, charge and spin) (kcal per mole): 0.00
Maximum force (eV/A): 0.56
Calculated total energy (eV): -87797.312
HOMO-LUMO gap (alpha / beta) (eV): 7.669 / 5.643
LUMO level (alpha / beta) (eV): -6.9 / -9.0

Structure (ORCA input):
```
! RIJCOSX wB97M-V def2-TZVPD def2/J DEFGRID3
* xyz 2 5
Co -0.6569 -1.8117 0.4452
C 3.2654 -2.9637 -1.1298
C 1.8624 -2.5710 -0.8761
N 1.3687 -2.2711 0.3163
N 2.1430 -2.4342 1.3592
C 1.3793 -2.4290 2.5551
N 2.1648 -2.4151 3.6095
S -0.2997 -2.5074 2.6588
C 0.8449 -2.5434 -1.9438
C 1.1861 -2.7167 -3.2709
C 0.1758 -2.7365 -4.2306
C -1.1315 -2.5944 -3.8223
C -1.3989 -2.4164 -2.4650
N -0.4446 -2.3892 -1.5454
H 3.7702 -3.2322 -0.2082
H 3.7940 -2.1104 -1.5701
H 3.3205 -3.7871 -1.8391
H 3.1693 -2.4147 3.4979
H 1.7727 -2.4554 4.5394
H 2.2208 -2.8320 -3.5596
H 0.4182 -2.8700 -5.2762
H -1.9479 -2.6180 -4.5302
H -2.4160 -2.2953 -2.1149
N -1.7590 -0.2409 0.5309
S -1.6646 1.0269 1.5798
C -2.4621 2.3733 0.7308
C -1.8332 3.6037 0.5964
C -2.5382 4.6499 0.0175
C -3.8438 4.4637 -0.4098
C -4.4669 3.2331 -0.2471
C -3.7828 2.1809 0.3388
C 0.0502 1.4138 1.4919
C 0.6976 1.6683 2.6915
C 2.0531 1.9796 2.6638
C 2.7250 2.0236 1.4524
C 2.0590 1.7581 0.2558
C 0.7108 1.4504 0.2667
H -2.7206 -0.3466 0.2199
H -0.8170 3.7565 0.9315
H -2.0607 5.6134 -0.0977
H -4.3851 5.2845 -0.8603
H -5.4924 3.0958 -0.5614
H -4.2940 1.2389 0.4994
H 0.1525 1.6385 3.6269
H 2.5750 2.1970 3.5857
H 3.7766 2.2778 1.4329
H 2.5914 1.8154 -0.6846
H 0.1687 1.2589 -0.6508
*
```


2.
Below is a cluster of 16 separate species, C33H55BI2N16O2Si in total in a non-equilibrium geometry, with properties calculated with ωB97M-V/def2-TZVPD.

Values from the calculation:
Maximum force (eV/A): 2.34
Calculated total energy (eV): -87804.296
HOMO-LUMO gap (eV): 9.109
LUMO level (eV): 0.0

Structure (ORCA input):
```
! RIJCOSX wB97M-V def2-TZVPD def2/J DEFGRID3
* xyz 0 1
C 1.9339 -3.6340 2.4019
C 2.2928 -2.1068 2.3382
O 1.2282 -1.2214 2.7297
B 0.1017 -1.2803 1.8741
O 0.0935 -0.8635 0.5194
Si -1.5719 -2.0483 2.6355
I -1.2543 -2.1772 5.1033
I -3.3957 -0.4476 2.1437
C -1.7978 -3.7503 1.8160
N -3.0523 -4.4526 2.2322
H 1.4238 -4.0116 1.4750
H 2.9056 -4.1887 2.5182
H 1.2772 -3.8858 3.2800
H 3.1312 -1.9401 3.0691
H 2.7071 -1.8677 1.3231
H -0.3231 -1.6081 0.0360
H -0.9148 -4.3835 2.1188
H -1.7306 -3.5785 0.7056
H -3.2622 -5.1268 1.4924
H -2.8106 -4.9532 3.0923
C 2.5782 0.8554 -0.6519
C 3.9639 0.7364 -1.1699
N 5.0450 0.6436 -1.5746
H 2.4989 1.7301 -0.0063
H 1.8789 0.9583 -1.4806
H 2.3184 -0.0335 -0.0794
C 4.1481 0.8212 -5.1449
C 4.2091 1.8743 -6.1877
N 4.2453 2.6839 -7.0133
H 4.5537 -0.1100 -5.5401
H 4.7301 1.1206 -4.2724
H 3.1126 0.6599 -4.8439
C 6.1943 4.3827 -4.3630
C 7.2023 5.4669 -4.2543
N 7.9880 6.3112 -4.1696
H 6.6956 3.4237 -4.4920
H 5.5881 4.3489 -3.4578
H 5.5463 4.5639 -5.2204
C 2.9982 -2.9550 -4.1220
C 2.0314 -2.3390 -3.1788
N 1.2726 -1.8584 -2.4488
H 3.3521 -3.9038 -3.7200
H 2.5151 -3.1313 -5.0843
H 3.8489 -2.2892 -4.2652
C -4.6645 1.0535 5.6290
C -4.9591 -0.3170 6.1086
N -5.2045 -1.3855 6.4795
H -5.1411 1.7838 6.2835
H -3.5881 1.2232 5.6314
H -5.0435 1.1803 4.6153
C 2.1435 -0.5328 -8.6802
C 1.8756 -1.8773 -8.1097
N 1.6668 -2.9217 -7.6555
H 1.6578 0.2286 -8.0739
H 3.2178 -0.3465 -8.6945
H 1.7591 -0.4745 -9.6974
C -8.4261 -2.2570 5.0089
C -8.3609 -0.8232 4.6358
N -8.2970 0.2970 4.3517
H -8.3470 -2.8747 4.1148
H -7.6040 -2.4973 5.6840
H -9.3728 -2.4666 5.5064
C 6.0291 4.6341 -9.9729
C 5.6067 3.3218 -10.5361
N 5.2830 2.3030 -10.9793
H 6.9788 4.5246 -9.4529
H 6.1436 5.3595 -10.7737
H 5.2791 4.9949 -9.2700
C -3.9442 -5.3104 -1.6389
C -2.9035 -4.2712 -1.4417
N -2.0948 -3.4584 -1.2881
H -3.4722 -6.2778 -1.8089
H -4.5776 -5.3714 -0.7540
H -4.5597 -5.0567 -2.5013
C -8.2813 2.2902 7.1694
C -7.2987 3.3930 7.3177
N -6.5286 4.2491 7.4333
H -7.7572 1.3450 7.0288
H -8.9012 2.2261 8.0634
H -8.9170 2.4756 6.3044
C -4.2635 4.0503 10.2603
C -4.0578 2.7379 9.6012
N -3.9210 1.7212 9.0681
H -4.8715 3.9225 11.1555
H -3.3011 4.4784 10.5398
H -4.7729 4.7282 9.5752
C 1.7965 -4.6546 7.2181
C 1.6001 -5.6103 6.0973
N 1.4499 -6.3552 5.2250
H 2.1083 -3.6857 6.8285
H 0.8645 -4.5329 7.7693
H 2.5639 -5.0316 7.8934
C 9.8430 6.3478 -10.4652
C 8.4722 6.8376 -10.1762
N 7.4036 7.2184 -9.9510
H 10.0711 5.4923 -9.8299
H 9.9148 6.0465 -11.5099
H 10.5660 7.1393 -10.2710
C 0.2808 3.6405 -6.5043
C 0.0894 2.6073 -7.5518
N -0.0598 1.8040 -8.3709
H 0.5679 4.5847 -6.9659
H -0.6469 3.7807 -5.9501
H 1.0652 3.3273 -5.8160
C -5.8541 -2.6928 9.7467
C -7.0993 -2.3169 10.4619
N -8.0711 -2.0238 11.0175
H -5.9462 -3.7036 9.3504
H -5.6774 -2.0020 8.9218
H -5.0076 -2.6539 10.4318
*
```


3.
Below is a cluster of 11 separate species, C28H70N8O11 in total in a non-equilibrium geometry, with properties calculated with ωB97M-V/def2-TZVPD.

Values from the calculation:
SMILES: CC(N)=O.CC(N)=O.CC(N)=O.CC(N)=O.CC(N)=O.CC(N)=O.CC(N)=O.CC(N)=O.CCOCC.CCOCC.CCOCC
Maximum force (eV/A): 3.41
Calculated total energy (eV): -64618.265
HOMO-LUMO gap (eV): 9.536
LUMO level (eV): 0.2

Structure (ORCA input):
```
! RIJCOSX wB97M-V def2-TZVPD def2/J DEFGRID3
* xyz 0 1
C 0.0009 -4.0303 2.3576
C 1.3992 -4.3604 2.7887
O 2.1342 -3.1685 2.7522
C 3.4650 -3.2395 3.1162
C 4.0667 -1.8572 3.1267
H 0.0763 -3.5915 1.3692
H -0.6405 -4.9284 2.4712
H -0.4722 -3.2832 3.0265
H 1.3189 -4.7832 3.7973
H 1.9737 -5.1244 2.2010
H 3.6019 -3.7023 4.1230
H 4.0342 -3.8615 2.4244
H 3.4856 -1.1669 3.7584
H 4.2636 -1.4485 2.1249
H 5.0118 -1.8728 3.6813
C 1.5436 -0.3983 0.7777
C 0.4729 -0.7352 -0.1462
O -0.0196 0.3800 -0.9213
C -1.1211 0.0274 -1.7464
C -1.5098 1.2033 -2.5632
H 2.4748 -0.0128 0.3088
H 1.2272 0.3752 1.4858
H 1.9340 -1.3064 1.2630
H 0.7870 -1.5214 -0.8453
H -0.3602 -1.2196 0.3567
H -0.8438 -0.7740 -2.4522
H -1.9645 -0.3977 -1.1567
H -1.8858 2.0372 -1.9753
H -2.3325 0.9780 -3.2706
H -0.7619 1.5906 -3.2397
C 0.4693 -5.1362 -2.0850
C 1.7566 -4.2802 -2.1300
O 2.2453 -3.9604 -0.8259
C 3.5212 -3.3322 -0.8078
C 4.6638 -4.3002 -1.1403
H 0.5491 -6.0634 -1.4996
H -0.3415 -4.5221 -1.6660
H 0.3600 -5.3340 -3.1897
H 2.5437 -4.7201 -2.7675
H 1.5437 -3.3482 -2.6818
H 3.4693 -2.4514 -1.4723
H 3.6977 -2.8299 0.1976
H 4.6295 -5.2210 -0.5734
H 5.6102 -3.7770 -0.8413
H 4.7811 -4.4752 -2.2331
O 2.1430 1.4414 -3.3603
C 2.2870 1.0241 -4.4709
N 2.8453 1.8019 -5.4561
C 1.6436 -0.2529 -4.9512
H 3.2045 2.7247 -5.1926
H 3.0153 1.4102 -6.3522
H 2.0553 -0.6799 -5.8807
H 0.5781 -0.0631 -5.1198
H 1.5063 -0.9734 -4.0724
O -5.6241 4.5736 2.2361
C -5.4947 3.9158 1.2145
N -6.0355 2.7064 1.0750
C -4.8335 4.3838 -0.0354
H -6.5708 2.3271 1.8385
H -5.9266 2.1621 0.2226
H -5.3909 5.1549 -0.5550
H -4.6302 3.5732 -0.7636
H -3.9509 4.9930 0.1806
O -2.3553 -1.3914 3.2129
C -1.7112 -0.3621 2.9730
N -2.0718 0.5820 2.0024
C -0.4124 -0.0538 3.6869
H -1.5667 1.4611 1.9890
H -2.7604 0.3424 1.2704
H -0.2878 -0.7997 4.4696
H -0.5463 0.9297 4.1699
H 0.4346 0.0513 2.9865
O 1.3989 5.2998 0.3947
C 1.3546 4.4782 -0.5271
N 0.9122 3.2323 -0.3651
C 1.7819 4.8849 -1.8946
H 0.5724 2.9266 0.5242
H 0.9980 2.5686 -1.1432
H 1.5633 5.9279 -1.9545
H 1.3013 4.3121 -2.6934
H 2.8648 4.8912 -1.9085
O -0.2192 2.9064 2.5242
C -0.6010 3.8464 3.1808
N -1.7802 3.9556 3.8399
C 0.3329 5.0163 3.3754
H -2.4673 3.2163 3.6914
H -2.2351 4.8064 4.0943
H -0.0086 5.9255 3.8859
H 0.8984 5.1780 2.4740
H 1.0927 4.6955 4.1157
O -3.5830 -2.8693 -0.6421
C -3.7457 -2.7071 0.5707
N -4.1729 -1.5613 1.0735
C -3.6915 -3.8938 1.5039
H -4.1340 -0.7737 0.4533
H -3.8893 -1.3798 2.0307
H -3.5370 -3.6013 2.5313
H -2.8872 -4.5829 1.2274
H -4.6526 -4.4411 1.5133
O -4.9087 0.5066 -0.6245
C -5.0092 0.3057 -1.8356
N -4.6852 -0.7761 -2.4920
C -5.7178 1.2855 -2.7780
H -4.3858 -1.6251 -1.9986
H -4.8433 -0.8398 -3.4764
H -6.7361 1.0080 -2.9236
H -5.0949 1.3224 -3.7033
H -5.6305 2.1973 -2.2009
O 5.4212 0.4686 0.6126
C 5.0286 1.3412 -0.1203
N 4.3369 1.1619 -1.2208
C 5.0936 2.8189 0.2764
H 3.9914 0.2248 -1.3633
H 3.8511 1.8458 -1.7374
H 5.3268 3.3461 -0.5936
H 5.8910 2.9166 0.9792
H 4.2016 3.1947 0.7289
*
```


4.
Below is a cluster of 2 separate species, C3HCl2NO in total in a non-equilibrium geometry, with properties calculated with ωB97M-V/def2-TZVPD.

Values from the calculation:
Relative energy (zero: lowest compared OMol25 entry of this formula, charge and spin) (kcal per mole): 51.52
Maximum force (eV/A): 4.51
Calculated total energy (eV): -31706.172
HOMO-LUMO gap (eV): 10.388
LUMO level (eV): -1.2

Structure (ORCA input):
```
! RIJCOSX wB97M-V def2-TZVPD def2/J DEFGRID3
* xyz 0 1
C -1.2475 1.2523 -1.4968
C -1.0899 -0.8112 -0.8416
C 0.1710 -0.8499 -0.1240
N -1.2953 2.3524 -1.8037
O -1.7697 -1.7185 -1.1310
Cl 0.1817 -2.3824 0.7185
Cl 1.4031 -0.5888 -1.4185
H 0.2578 -0.0098 0.5491
*
```


5.
Below is the ion C2H2N3O2S3 with charge -1 in a non-equilibrium geometry, with properties calculated with ωB97M-V/def2-TZVPD.

Values from the calculation:
Relative energy (zero: lowest compared OMol25 entry of this formula, charge and spin) (kcal per mole): 0.69
Maximum force (eV/A): 3.63
Calculated total energy (eV): -43177.549
HOMO-LUMO gap (eV): 7.279
LUMO level (eV): 3.3

Structure (ORCA input):
```
! RIJCOSX wB97M-V def2-TZVPD def2/J DEFGRID3
* xyz -1 1
C 0.1675 1.8802 -0.3303
C 0.6975 -1.7623 -0.0393
N -0.9859 2.1276 -0.4657
N -0.1811 -0.7605 0.0417
N 1.3155 1.8291 -0.0946
O 1.4787 -1.6422 1.0798
O 0.7825 -2.7987 -0.7203
S -2.9499 0.5171 1.1584
S -2.2568 1.0025 -0.5497
S -1.3032 -0.7421 -1.2502
H 1.1930 -0.8743 1.5714
H 2.0423 1.2236 -0.4012
*
```